# 1
{
  "formula": "C12H15N2OZr",
  "method": "wB97M-V/def2-TZVPD",
  "homo_lumo_gap_ev": [4.951, 8.322],
  "total_energy_ev": -18991.0425,
  "homo_energy_ev": [-4.8, -8.2],
  "multiplicity": 2,
  "de_lowest_kcal_mol": 4.75,
  "symbols": ["C", "C", "C", "C", "C", "Zr", "N", "C", "C", "H", "H", "H", "H", "H", "H", "H", "H", "H", "H", "O", "N", "C", "C", "C", "C", "C", "H", "H", "H", "H", "H"],
  "coordinates": [[-0.7409, 1.3137, -3.0096], [0.6486, 1.1170, -3.2763], [1.3990, 1.9217, -2.3582], [0.4608, 2.6054, -1.5142], [-0.8575, 2.2397, -1.9329], [0.2740, 0.2561, -0.9746], [-1.4284, -0.4190, -0.3662], [0.0857, -2.2117, -1.1590], [1.0888, -1.6719, -1.9569], [2.5005, 1.9729, -2.2838], [1.0792, 0.4706, -4.0628], [0.7174, 3.2984, -0.6938], [-1.8007, 2.5987, -1.4790], [-1.5789, 0.8392, -3.5544], [0.9926, -1.6670, -3.0483], [-0.8334, -2.6187, -1.5915], [-2.3489, -0.8425, -0.0980], [2.0991, -1.4979, -1.5435], [0.2654, -2.4511, -0.1032], [0.6798, 1.0989, 0.8489], [0.2304, 0.3524, 1.9052], [-0.9582, 0.6493, 2.5466], [-1.2432, 0.0071, 3.7479], [-0.5249, -1.1342, 4.0856], [0.5772, -1.5212, 3.2978], [0.9313, -0.7692, 2.2120], [-1.7735, 0.9727, 1.9207], [-2.0941, 0.2681, 4.3676], [-0.8137, -1.7172, 4.9480], [1.1674, -2.3979, 3.5361], [1.7993, -1.0623, 1.5900]]
}


# 2
{
  "formula": "C18H12Cl4N4O4Ru",
  "method": "wB97M-V/def2-TZVPD",
  "homo_lumo_gap_ev": 6.298,
  "total_energy_ev": -85669.5493,
  "homo_energy_ev": -2.1,
  "de_lowest_kcal_mol": 330.23,
  "total_charge": -2,
  "symbols": ["Ru", "O", "C", "O", "C", "C", "N", "N", "C", "C", "O", "O", "H", "H", "H", "Cl", "C", "C", "C", "C", "C", "Cl", "C", "N", "H", "H", "H", "C", "H", "H", "H", "Cl", "C", "C", "C", "C", "C", "Cl", "C", "N", "H", "H", "H"],
  "coordinates": [[0.5656, 0.8606, -0.0102], [4.7060, -0.1660, 3.9376], [3.6700, -0.9719, 4.1303], [3.6645, -1.7743, 5.0397], [2.5406, -0.8780, 3.1724], [1.4120, -1.6844, 3.2113], [0.6016, -1.3190, 2.2177], [1.1390, -0.3296, 1.5155], [2.3088, -0.0281, 2.0688], [3.0789, 1.0646, 1.3956], [4.1900, 1.3916, 1.8505], [2.5313, 1.5732, 0.3736], [4.5791, 0.4421, 3.1347], [1.1317, -2.4949, 3.8610], [-0.3075, -1.8071, 2.0185], [2.6891, -2.0508, -1.8522], [1.4031, -0.8041, -2.1152], [1.9349, 0.2323, -2.9865], [1.4946, 1.5000, -3.0171], [0.4086, 2.0865, -2.2567], [-0.7550, 1.5584, -1.7791], [-2.1058, 2.6242, -1.4753], [0.2537, -1.0446, -1.4901], [-1.2723, -0.0294, 0.0811], [2.8081, -0.0287, -3.5703], [2.0282, 2.2103, -3.6387], [0.4167, 3.1774, -2.2748], [-0.1121, 2.3262, 1.2427], [0.1073, 2.0982, 2.2924], [-1.1896, 2.4767, 1.1530], [0.4052, 3.2579, 0.9820], [-1.3052, -0.3996, -1.6527], [-2.3021, -1.0177, -2.5499], [-3.5221, -1.3394, -3.1803], [-4.7929, -1.3769, -2.6801], [-5.2749, -1.0117, -1.3816], [-4.4643, -0.4530, -0.4692], [-1.5196, -3.4056, 2.5002], [-3.4791, -0.1321, 0.2190], [-2.3745, 0.1767, 0.7583], [-3.4152, -1.6238, -4.2252], [-5.5485, -1.7233, -3.3792], [-6.3282, -1.1630, -1.1717]]
}


# 3
{
  "formula": "C5H8O",
  "method": "wB97M-V/def2-TZVPD",
  "homo_lumo_gap_ev": 9.436,
  "total_energy_ev": -7359.1082,
  "homo_energy_ev": -8.4,
  "de_lowest_kcal_mol": 72.57,
  "symbols": ["C", "C", "C", "C", "C", "O", "H", "H", "H", "H", "H", "H", "H", "H"],
  "coordinates": [[-0.6806, 0.0230, 1.2872], [0.0915, -0.0136, -0.0122], [-0.5773, -0.5847, -1.2590], [-0.3592, 0.8746, -1.1680], [1.5356, -0.2318, -0.0476], [2.0076, -0.3820, 1.1853], [-1.7451, 0.2016, 1.1044], [-0.5815, -0.9242, 1.8268], [-0.3103, 0.8187, 1.9415], [0.0454, -1.1594, -1.9372], [-1.5797, -0.9727, -1.1085], [-1.2062, 1.5200, -0.9540], [0.4166, 1.3161, -1.7838], [2.9430, -0.4856, 0.9252]]
}


Molecular weight readings, ordered: 294.5, 591.2, 84.1 g/mol
F_max readings, ordered: 4.63, 2.30, 1.39 eV Å⁻¹